{
  "formula": "C46H39Cl12NO6",
  "method": "wB97M-V/def2-TZVPD",
  "symbols": ["C", "C", "C", "N", "C", "C", "C", "O", "O", "C", "O", "O", "C", "C", "C", "O", "O", "H", "H", "H", "H", "H", "H", "H", "H", "H", "H", "H", "H", "H", "H", "H", "Cl", "C", "C", "Cl", "C", "C", "C", "C", "H", "H", "H", "H", "Cl", "C", "C", "Cl", "C", "C", "C", "C", "H", "H", "H", "H", "Cl", "C", "C", "Cl", "C", "C", "C", "C", "H", "H", "H", "H", "Cl", "C", "C", "Cl", "C", "C", "C", "C", "H", "H", "H", "H", "Cl", "C", "C", "Cl", "C", "C", "C", "C", "H", "H", "H", "H", "Cl", "C", "C", "Cl", "C", "C", "C", "C", "H", "H", "H", "H"],
  "positions_angstrom": [[-2.397, 1.403, 2.769], [-1.283, 0.830, 3.878], [-0.487, -0.535, 3.447], [-1.104, 1.570, 5.017], [-1.358, 0.752, 6.278], [-2.864, 0.199, 6.604], [-3.305, -1.167, 5.821], [-4.781, -1.264, 5.608], [-1.225, 1.829, 7.318], [0.199, 2.035, 7.635], [0.892, 3.178, 7.666], [0.666, 0.633, 7.870], [-0.042, -0.131, 6.789], [-0.242, -1.711, 7.171], [1.284, -2.394, 7.203], [1.642, -3.086, 8.290], [2.198, -2.282, 6.043], [-3.293, 0.670, 2.601], [-2.730, 2.510, 3.034], [-1.771, 1.508, 1.757], [0.677, -0.322, 3.354], [-0.938, -1.054, 2.483], [-0.621, -1.314, 4.327], [-2.896, -0.054, 7.770], [-3.676, 1.057, 6.428], [-3.017, -2.106, 6.499], [-2.793, -1.346, 4.785], [-5.000, -0.358, 5.192], [0.752, -0.112, 5.924], [-0.825, -2.336, 6.345], [-0.699, -1.913, 8.232], [2.594, -1.350, 6.117], [-2.795, 3.277, 0.264], [-1.344, 3.589, -0.619], [-0.077, 3.256, -0.125], [0.149, 2.489, 1.407], [1.062, 3.543, -0.884], [0.940, 4.157, -2.132], [-0.322, 4.484, -2.626], [-1.462, 4.201, -1.871], [2.051, 3.289, -0.508], [1.828, 4.380, -2.718], [-0.419, 4.960, -3.599], [-2.442, 4.462, -2.264], [0.563, 6.258, -6.116], [0.739, 4.617, -6.626], [1.808, 3.813, -6.214], [3.042, 4.384, -5.148], [1.901, 2.493, -6.668], [0.929, 1.976, -7.527], [-0.139, 2.775, -7.933], [-0.233, 4.093, -7.484], [2.729, 1.861, -6.356], [1.005, 0.950, -7.879], [-0.898, 2.372, -8.600], [-1.069, 4.710, -7.807], [-3.240, 2.766, -11.105], [-4.255, 3.309, -9.816], [-3.979, 4.468, -9.081], [-2.607, 5.467, -9.402], [-4.834, 4.851, -8.042], [-5.961, 4.084, -7.740], [-6.239, 2.934, -8.477], [-5.387, 2.546, -9.513], [-4.627, 5.748, -7.463], [-6.623, 4.385, -6.931], [-7.118, 2.337, -8.245], [-5.611, 1.646, -10.081], [-3.888, -1.413, 2.046], [-3.713, -3.055, 1.537], [-2.643, -3.859, 1.949], [-1.409, -3.287, 3.014], [-2.551, -5.179, 1.494], [-3.523, -5.696, 0.635], [-4.591, -4.897, 0.229], [-4.685, -3.578, 0.679], [-1.723, -5.810, 1.807], [-3.446, -6.722, 0.283], [-5.349, -5.300, -0.437], [-5.521, -2.962, 0.356], [3.461, -4.685, 9.915], [4.038, -5.678, 8.624], [3.740, -5.414, 7.282], [2.781, -4.062, 6.793], [4.229, -6.261, 6.282], [5.014, -7.365, 6.618], [5.314, -7.626, 7.954], [4.827, -6.784, 8.955], [4.002, -6.064, 5.236], [5.391, -8.022, 5.837], [5.928, -8.485, 8.217], [5.065, -6.996, 9.995], [3.577, -0.042, -7.160], [5.262, 0.207, -6.868], [6.207, -0.816, -7.006], [5.777, -2.418, -7.492], [7.556, -0.555, -6.747], [7.962, 0.722, -6.355], [7.021, 1.743, -6.223], [5.673, 1.485, -6.479], [8.298, -1.344, -6.848], [9.012, 0.921, -6.153], [7.337, 2.739, -5.921], [4.946, 2.287, -6.372]],
  "forces_ev_per_a": [[2.24, 0.73, -0.58], [-0.57, 1.48, 0.49], [-0.51, -0.11, 0.94], [-3.25, -4.68, -2.24], [2.35, 1.69, 2.21], [-0.30, -0.47, 0.26], [0.10, -1.06, 0.29], [1.86, 2.64, -0.44], [3.03, 0.94, 0.10], [1.27, 2.88, -0.50], [-4.96, -8.39, 0.19], [-1.65, 2.58, -1.98], [0.82, -1.21, -1.29], [1.59, -0.38, -0.21], [-0.55, -1.24, 6.44], [-5.26, 7.50, -4.58], [-3.43, 5.54, 1.30], [1.99, 1.64, 0.78], [0.64, -2.59, -0.21], [-2.14, -0.74, 2.35], [-2.57, -0.25, 0.07], [1.17, 1.74, 2.09], [0.47, 1.64, -1.76], [0.23, 0.75, -2.57], [2.04, -1.75, 0.17], [-0.78, 2.10, -1.51], [-0.75, 0.66, 1.86], [0.25, -2.19, 0.89], [-1.83, -0.08, 1.34], [1.15, 1.66, 1.63], [0.97, 0.51, -2.16], [-0.71, -1.56, -0.16], [0.00, 0.17, -0.16], [0.29, 0.20, -0.45], [0.20, 0.25, -0.57], [0.56, 0.39, -0.16], [-0.23, 0.19, -0.36], [-0.16, -0.10, 0.27], [-0.08, -0.15, 0.27], [0.46, 0.02, -0.11], [-0.28, 0.00, 0.06], [-0.21, -0.07, 0.17], [-0.01, -0.07, 0.18], [0.15, -0.11, 0.23], [0.14, 0.04, 0.14], [-0.10, -0.50, -0.27], [-0.43, -0.40, -0.41], [0.07, 0.21, -0.02], [-0.40, 0.30, -0.04], [0.09, 0.33, 0.20], [0.18, 0.19, 0.21], [0.19, -0.38, 0.08], [-0.46, 0.59, 0.07], [0.02, 0.19, 0.08], [0.10, 0.14, 0.10], [0.44, -0.14, 0.29], [0.12, 0.16, 0.05], [-0.38, -0.06, 0.28], [-0.46, -0.14, 0.28], [-0.21, 0.04, -0.42], [-0.30, -0.34, -0.01], [0.25, -0.01, -0.21], [0.28, 0.11, -0.14], [-0.17, 0.24, 0.36], [0.09, -0.16, -0.22], [0.16, -0.02, -0.16], [0.19, 0.09, -0.08], [0.19, 0.23, 0.03], [0.09, -0.46, -0.03], [-0.20, -0.54, -0.27], [-0.29, -0.52, -0.31], [-0.39, -0.71, -0.11], [-0.38, -0.01, -0.27], [0.06, 0.29, 0.15], [0.18, 0.20, 0.19], [0.17, -0.41, -0.05], [-0.13, 0.26, 0.03], [0.02, 0.20, 0.10], [0.13, 0.13, 0.14], [0.24, -0.01, 0.16], [0.06, 0.01, 0.03], [0.41, -0.60, -0.28], [-0.29, -0.61, -0.33], [6.82, -8.25, -2.10], [0.42, -0.58, 0.42], [-0.13, 0.24, 0.08], [-0.16, 0.23, 0.03], [0.11, -0.14, -0.37], [-0.05, 0.11, 0.28], [-0.07, 0.13, 0.12], [-0.12, 0.17, 0.00], [-0.13, 0.16, -0.17], [0.39, -0.91, -0.27], [0.53, 0.28, 0.15], [0.32, 0.29, 0.12], [-0.18, 0.08, 0.00], [-0.03, 0.46, 0.12], [-0.30, -0.15, -0.08], [-0.18, -0.24, -0.08], [0.41, -0.09, 0.03], [-0.29, 0.07, -0.02], [-0.20, -0.08, -0.06], [-0.12, -0.18, -0.06], [0.09, -0.22, -0.05]],
  "gap_ha": 0.2921,
  "homo_energy_ev": -8.24,
  "total_charge": 0,
  "lumo_energy_ev": -0.29,
  "multiplicity": 1
}



{
  "formula": "C46H39F3N3P2Pd",
  "method": "wB97M-V/def2-TZVPD",
  "symbols": ["Pd", "C", "N", "C", "P", "C", "C", "C", "C", "C", "C", "C", "C", "C", "C", "C", "C", "C", "C", "C", "C", "C", "C", "P", "C", "C", "C", "C", "C", "C", "C", "C", "C", "C", "C", "C", "H", "H", "H", "H", "H", "H", "H", "H", "H", "H", "H", "H", "H", "H", "H", "H", "H", "H", "H", "H", "H", "H", "H", "H", "H", "H", "H", "H", "H", "F", "C", "F", "F", "C", "C", "C", "C", "C", "C", "C", "C", "H", "H", "H", "H", "N", "C", "C", "C", "N", "C", "C", "H", "H", "H", "H", "H", "H"],
  "positions_angstrom": [[12.229, 14.560, 13.317], [10.920, 11.634, 12.397], [12.206, 11.328, 11.751], [13.441, 11.615, 12.472], [14.019, 13.376, 12.225], [14.769, 13.273, 10.585], [14.195, 13.838, 9.410], [14.821, 13.686, 8.162], [16.027, 12.973, 8.025], [16.571, 12.371, 9.178], [15.939, 12.492, 10.432], [15.375, 13.602, 13.363], [15.154, 13.115, 14.662], [16.216, 13.057, 15.556], [17.468, 13.595, 15.220], [17.681, 14.086, 13.927], [16.633, 14.103, 12.994], [12.212, 10.240, 10.863], [11.367, 9.142, 11.077], [11.473, 8.004, 10.297], [12.402, 7.878, 9.278], [13.242, 8.985, 9.061], [13.127, 10.158, 9.787], [10.409, 13.430, 12.283], [9.019, 13.500, 13.383], [7.992, 12.562, 13.139], [6.977, 12.393, 14.098], [6.964, 13.204, 15.255], [7.968, 14.163, 15.459], [8.987, 14.326, 14.535], [9.633, 13.652, 10.647], [8.497, 14.489, 10.534], [7.707, 14.456, 9.399], [8.011, 13.600, 8.314], [9.095, 12.719, 8.454], [9.936, 12.783, 9.569], [10.947, 11.343, 13.464], [10.167, 11.030, 11.887], [14.201, 10.899, 12.130], [13.295, 11.453, 13.544], [13.284, 14.426, 9.517], [14.359, 14.151, 7.285], [16.517, 12.886, 7.051], [17.505, 11.808, 9.108], [16.413, 12.006, 11.297], [14.149, 12.804, 14.927], [16.085, 12.594, 16.537], [18.271, 13.600, 15.939], [18.672, 14.456, 13.674], [16.803, 14.508, 11.989], [10.668, 9.156, 11.909], [10.791, 7.182, 10.519], [12.459, 6.985, 8.653], [14.033, 8.937, 8.295], [13.764, 11.011, 9.559], [7.961, 11.999, 12.196], [6.206, 11.642, 13.928], [6.119, 13.102, 15.954], [7.945, 14.794, 16.361], [9.805, 15.033, 14.712], [8.200, 15.119, 11.358], [6.846, 15.128, 9.329], [7.415, 13.634, 7.394], [9.254, 11.978, 7.672], [10.818, 12.126, 9.659], [12.783, 19.822, 21.213], [12.467, 20.167, 19.934], [13.362, 21.145, 19.589], [11.255, 20.785, 19.990], [12.444, 18.998, 19.012], [13.075, 17.775, 19.295], [13.075, 16.731, 18.417], [12.437, 16.826, 17.179], [11.791, 18.026, 16.907], [11.760, 19.069, 17.789], [12.456, 15.836, 16.197], [12.388, 15.318, 15.058], [13.620, 17.653, 20.251], [13.581, 15.799, 18.631], [11.270, 18.118, 15.951], [11.219, 19.974, 17.498], [12.266, 20.651, 12.042], [12.371, 19.284, 12.056], [11.707, 18.501, 11.091], [11.867, 17.137, 11.138], [12.715, 16.522, 11.991], [13.385, 17.283, 12.897], [13.209, 18.653, 12.998], [11.526, 21.085, 11.520], [12.628, 21.167, 12.840], [11.139, 18.988, 10.291], [11.335, 16.503, 10.434], [14.124, 16.785, 13.512], [13.750, 19.215, 13.758]],
  "forces_ev_per_a": [[-0.50, -1.16, -2.40], [0.06, -0.30, -0.36], [-0.60, 0.42, -0.35], [0.48, -0.25, -0.30], [-2.32, 1.08, 0.53], [0.94, -0.77, -1.36], [0.75, -0.29, 0.79], [0.11, -0.08, 0.05], [-0.56, 0.03, 0.98], [-0.27, 0.16, 0.00], [0.19, 0.37, -0.88], [1.03, -0.83, -0.17], [0.75, 0.07, -0.02], [0.10, 0.29, 0.16], [-0.52, -0.33, -0.77], [-0.46, 0.18, 0.37], [0.29, -0.02, 0.48], [0.32, -0.50, -0.04], [0.24, 0.13, 0.08], [-0.57, -0.58, -0.08], [0.37, 0.80, -0.03], [0.27, -0.43, -0.64], [-0.20, 0.05, 0.69], [2.89, 1.64, 0.51], [-1.55, -0.60, 0.58], [-0.46, 0.47, 1.05], [0.37, 0.54, 0.05], [-0.09, -0.28, -0.61], [-0.69, -0.05, 0.31], [0.30, -0.72, -0.68], [-1.05, -1.12, -0.37], [0.49, -0.61, -0.29], [0.10, 0.10, -1.03], [0.17, 0.14, 0.93], [-0.14, 0.52, -0.29], [-0.08, 0.15, 0.51], [-0.17, 0.33, -0.24], [-0.04, 0.10, 0.16], [-0.10, 0.08, 0.05], [-0.04, 0.09, -0.01], [0.13, -0.12, -0.06], [0.18, -0.18, 0.30], [-0.16, 0.01, 0.37], [-0.29, 0.11, -0.01], [-0.34, 0.27, -0.37], [0.16, 0.01, 0.15], [-0.09, 0.28, -0.20], [0.14, -0.08, 0.11], [-0.19, 0.08, -0.11], [-0.07, -0.30, 0.41], [0.16, -0.09, -0.22], [0.16, 0.08, -0.09], [0.06, 0.26, 0.29], [-0.53, 0.01, 0.26], [-0.06, -0.19, 0.12], [0.12, 0.14, 0.49], [0.06, 0.22, 0.12], [0.58, 0.03, -0.20], [0.01, -0.33, -0.48], [-0.16, -0.32, -0.16], [0.05, 0.06, 0.17], [0.26, -0.23, 0.02], [0.17, -0.21, 0.49], [0.27, 0.18, 0.11], [-0.64, 0.27, -0.16], [-0.08, 0.14, -0.43], [-0.03, -0.08, 0.29], [-0.37, -0.39, 0.05], [0.38, -0.01, 0.01], [-0.10, -0.63, -0.41], [0.64, 0.90, 1.52], [0.06, -0.62, -0.19], [0.28, -0.12, 0.03], [-0.90, 0.55, -0.79], [0.12, 0.95, 0.37], [0.00, -0.79, -1.76], [0.04, 0.50, 2.92], [-0.42, 0.17, -0.60], [0.07, 0.06, 0.22], [0.17, -0.04, 0.26], [0.19, -0.19, 0.23], [0.26, 0.70, 0.32], [0.16, -0.45, 0.13], [0.16, 0.79, 0.22], [0.98, -0.42, 0.68], [0.09, 1.10, -0.06], [-0.58, 0.12, -1.28], [-0.29, -0.14, -0.48], [0.00, -0.06, 0.12], [-0.31, -0.28, -0.45], [0.02, -0.24, 0.40], [0.07, -0.11, 0.09], [-0.23, -0.19, 0.09], [-0.15, -0.01, -0.18]],
  "relative_energy_kj_mol": 0.00,
  "gap_ha": 0.1940,
  "homo_energy_ev": -2.82,
  "total_charge": -1,
  "lumo_energy_ev": 2.46,
  "multiplicity": 1
}



| no. | DFT total energy (eV) |
| --- | --- |
| 1 | -212366.6948 |
| 2 | -83014.8452 |